Formula: FH3O3P
Source: OMol25
Level of theory: ωB97M-V/def2-TZVPD

net charge	+1
E_HOMO (alpha / beta)	-17.56 / -16.51	eV
F_max	4.16	eV/A
energy relative to the best compared isomer or geometry (same formula, charge and spin)	507.5	kJ/mol
DFT total energy	-18188.1080	eV

Atoms and positions in Å:
P (0.0386, 0.1033, -0.1518)
F (1.2071, 2.2254, -0.9773)
O (0.4797, 0.0991, 1.3217)
O (0.6233, -1.0798, -0.9403)
O (-1.4459, 0.3706, -0.2683)
H (0.5077, 0.9178, 1.8197)
H (1.5714, -1.1937, -1.0777)
H (-1.8678, 1.0124, -0.8694)

Atomic forces in eV per Å
2.8 3.0 -0.5
-1.8 -3.2 1.2
0.1 -1.1 -1.1
-1.6 0.7 0.4
-0.2 -0.3 -0.2
0.0 0.8 0.5
0.6 0.0 0.0
0.1 -0.1 -0.2

Results of the Mulliken charge analysis, in e, for atoms 1 through 2: number 1, P, carries 1.007; number 2, F, carries -0.401

---

Formula: FH3OSi
Source: OMol25
Level of theory: ωB97M-V/def2-TZVPD

net charge	0
E_HOMO	-10.31	eV
F_max	5.94	eV/A
energy relative to the best compared isomer or geometry (same formula, charge and spin)	164.0	kJ/mol
DFT total energy	-12692.1527	eV

Atoms and positions in Å:
Si (0.5191, -0.0949, 0.2669)
F (2.0085, 0.0489, -0.1055)
O (-0.1181, 1.3950, -0.0446)
H (-0.3968, -1.4998, -0.7354)
H (0.6999, -0.7515, 1.4983)
H (-0.6869, 1.9061, 0.3930)

Atomic forces in eV per Å
-3.2 -1.6 -2.5
1.9 0.2 -1.1
3.7 -4.0 -2.2
1.6 2.6 1.5
-0.6 0.0 1.7
-3.5 2.8 2.7

Results of the Mulliken charge analysis, in e, for atoms 1 through 2: number 1, Si, carries 0.479; number 2, F, carries -0.198

---

Formula: FH3P2S2
Source: OMol25
Level of theory: ωB97M-V/def2-TZVPD

net charge	0
E_HOMO	-8.84	eV
F_max	4.41	eV/A
energy relative to the best compared isomer or geometry (same formula, charge and spin)	112.5	kJ/mol
DFT total energy	-43014.1984	eV

Atoms and positions in Å:
S (-1.6539, -1.3505, -1.4213)
S (0.1872, 1.9232, -0.9660)
P (1.5580, -1.1243, 0.3592)
P (-0.2904, -0.0588, -0.2416)
F (-1.0429, 0.5445, 1.1000)
H (-0.9950, 2.0746, -1.4074)
H (0.7309, -1.8963, 1.0885)
H (1.5062, -0.1123, 1.4886)

Atomic forces in eV per Å
2.7 2.6 2.3
2.3 -1.4 0.8
0.1 2.9 0.5
-3.4 -0.6 -1.4
0.9 -1.3 -1.1
-2.1 0.2 -0.8
-1.0 -1.2 0.8
0.6 -1.1 -1.1

Results of the Mulliken charge analysis, in e, for atoms 1 through 2: number 1, S, carries -0.368; number 2, S, carries -0.202

---

Formula: FH3P2S2
Source: OMol25
Level of theory: ωB97M-V/def2-TZVPD

net charge	0
E_HOMO	-9.14	eV
F_max	2.41	eV/A
energy relative to the best compared isomer or geometry (same formula, charge and spin)	142.1	kJ/mol
DFT total energy	-43013.8917	eV

Atoms and positions in Å:
S (1.2998, 2.1722, -0.3635)
S (1.9114, -1.0735, -0.3933)
P (-1.4135, -0.4060, 0.2172)
P (1.5036, 0.4341, 0.7248)
F (-2.6286, -1.1635, -0.6685)
H (-2.1556, -0.2248, 1.3986)
H (2.2477, 1.9116, -1.2987)
H (-0.7649, -1.6500, 0.3834)

Atomic forces in eV per Å
0.6 0.7 -0.5
0.6 0.4 0.2
-1.4 -0.9 -1.7
-0.2 -0.8 0.1
0.8 1.1 0.7
0.1 -0.5 0.4
-0.4 -0.1 0.1
-0.1 0.2 0.8

Results of the Mulliken charge analysis, in e, for atoms 1 through 2: number 1, S, carries -0.180; number 2, S, carries -0.246

---

Formula: FH5Si2
Source: OMol25
Level of theory: ωB97M-V/def2-TZVPD

net charge	0
E_HOMO	-8.23	eV
F_max	2.51	eV/A
energy relative to the best compared isomer or geometry (same formula, charge and spin)	159.2	kJ/mol
DFT total energy	-18551.9760	eV

Atoms and positions in Å:
Si (1.5379, -0.3891, 0.7805)
Si (-1.4698, 0.4702, -0.6837)
F (-2.1093, -0.7306, -1.5638)
H (1.9605, -1.4022, -0.1841)
H (1.4626, -0.9398, 2.1248)
H (-1.3691, 1.5780, -1.6115)
H (-2.4107, 0.6269, 0.4141)
H (2.3978, 0.7866, 0.7237)

Atomic forces in eV per Å
-2.0 0.5 -1.4
1.6 -1.5 0.8
0.4 0.1 0.2
0.2 -0.2 -0.1
-0.2 -0.1 0.3
0.1 0.5 -0.2
-0.2 0.3 0.3
0.2 0.3 0.0

Results of the Mulliken charge analysis, in e, for atoms 1 through 2: number 1, Si, carries 0.235; number 2, Si, carries 0.376

---

Formula: FH6N4P
Source: OMol25
Level of theory: ωB97M-V/def2-TZVPD

net charge	0
E_HOMO	-7.81	eV
F_max	3.77	eV/A
energy relative to the best compared isomer or geometry (same formula, charge and spin)	96.4	kJ/mol
DFT total energy	-18061.9537	eV

Atoms and positions in Å:
P (-1.0964, 0.3340, 0.9184)
F (0.1797, -0.0091, 1.8958)
N (-0.4539, -1.0295, -0.4171)
N (-0.5206, 1.7088, 0.1329)
N (0.5129, -1.9122, 0.0702)
N (0.6617, 1.8086, -0.7898)
H (0.3596, 1.4144, -1.7084)
H (-0.0065, -2.6056, 0.5334)
H (1.2457, -1.6207, 0.6826)
H (-1.1097, -1.6762, -0.7839)
H (-1.2537, 2.1597, -0.3567)
H (1.4812, 1.4276, -0.1773)

Atomic forces in eV per Å
1.6 -2.1 -1.7
-0.8 0.5 -0.6
0.3 3.3 1.7
1.6 -0.5 -0.8
0.5 -1.4 -0.8
-0.2 -0.3 2.4
1.3 -0.5 1.5
0.0 -1.4 1.1
0.0 1.1 0.1
-1.3 0.1 -0.3
-0.9 0.8 0.0
-2.0 0.4 -2.5

Results of the Mulliken charge analysis, in e, for atoms 1 through 2: number 1, P, carries 0.343; number 2, F, carries -0.290

---

Formula: FHN2O
Source: OMol25
Level of theory: ωB97M-V/def2-TZVPD

net charge	0
E_HOMO (alpha / beta)	-10.46 / -10.46	eV
F_max	5.03	eV/A
energy relative to the best compared isomer or geometry (same formula, charge and spin)	576.2	kJ/mol
DFT total energy	-7753.5490	eV

Atoms and positions in Å:
F (-1.2411, -1.0874, 0.6763)
O (1.1874, 1.0197, -1.1970)
N (-0.2332, -0.1822, 0.2988)
N (-0.3859, 0.4330, -0.6797)
H (0.6728, -0.1831, 0.9017)

Atomic forces in eV per Å
0.4 0.4 0.5
-4.1 -1.5 2.0
2.2 -0.5 1.6
3.3 2.1 -3.2
-1.8 -0.5 -0.9

Results of the Mulliken charge analysis, in e, for atoms 1 through 2: number 1, F, carries -0.165; number 2, O, carries -0.434

---

Formula: FHN2O2S
Source: OMol25
Level of theory: ωB97M-V/def2-TZVPD

net charge	0
E_HOMO	-10.86	eV
F_max	5.95	eV/A
energy relative to the best compared isomer or geometry (same formula, charge and spin)	11.4	kJ/mol
DFT total energy	-20640.8577	eV

Atoms and positions in Å:
S (0.7985, 1.4777, 0.1404)
F (-0.7635, 1.8324, -0.4026)
O (1.3824, 0.4810, -0.7243)
O (-3.2547, 0.0563, 0.0948)
N (-2.8899, -0.1069, -0.9679)
N (-2.5160, -0.3178, -2.0141)
H (0.2700, 0.5571, 1.0326)

Atomic forces in eV per Å
-1.8 -1.2 0.2
1.3 -0.1 0.4
0.7 0.3 -1.0
-1.4 0.8 4.0
2.0 -1.3 -5.5
-0.6 0.5 1.4
-0.2 1.0 0.5

Results of the Mulliken charge analysis, in e, for atoms 1 through 2: number 1, S, carries 0.538; number 2, F, carries -0.267

---

Formula: FHN2O3
Source: OMol25
Level of theory: ωB97M-V/def2-TZVPD

net charge	0
E_HOMO (alpha / beta)	-9.55 / -9.95	eV
F_max	5.58	eV/A
energy relative to the best compared isomer or geometry (same formula, charge and spin)	248.1	kJ/mol
DFT total energy	-11848.1740	eV

Atoms and positions in Å:
F (1.4287, 1.0299, 0.5900)
O (1.0569, -1.2108, 0.1157)
O (-1.1447, 1.6419, -0.3580)
O (-1.5573, -0.5267, -0.5766)
N (0.8475, 0.0069, -0.3058)
N (-1.0675, 0.4930, -0.3240)
H (0.4364, -1.4342, 0.8588)

Atomic forces in eV per Å
-0.7 -1.4 0.0
-0.8 -0.2 1.4
-1.6 1.3 -0.1
-2.5 -0.8 -0.3
-0.5 2.3 -1.1
5.4 -1.3 0.5
0.6 0.1 -0.3

Results of the Mulliken charge analysis, in e, for atoms 1 through 2: number 1, F, carries -0.232; number 2, O, carries -0.252

---

Formula: FHN2O4S
Source: OMol25
Level of theory: ωB97M-V/def2-TZVPD

net charge	0
E_HOMO (alpha / beta)	-7.97 / -12.06	eV
spin multiplicity	3
F_max	7.03	eV/A
energy relative to the best compared isomer or geometry (same formula, charge and spin)	59.4	kJ/mol
DFT total energy	-24730.2101	eV

Atoms and positions in Å:
S (-0.7229, -0.6729, 0.6402)
F (-0.3716, -1.6267, 1.8498)
O (-1.1512, 0.5258, 1.2317)
O (0.9377, -0.5815, 0.2812)
O (1.9782, 1.0445, -0.5927)
O (-1.4563, -1.4905, -0.2339)
N (-0.1845, 0.7417, -1.0475)
N (0.9413, 0.4923, -0.4760)
H (0.0293, 1.5673, -1.6527)

Atomic forces in eV per Å
0.9 -2.6 2.5
-0.2 0.3 -0.4
-0.3 0.7 0.3
-2.9 -3.0 1.7
5.8 3.8 -1.3
0.0 0.0 -0.4
-3.4 2.6 -4.5
0.7 -1.2 1.7
-0.7 -0.6 0.4

Results of the Mulliken charge analysis, in e, for atoms 1 through 2: number 1, S, carries 1.252; number 2, F, carries -0.215

---

Formula: FHNO3P
Source: OMol25
Level of theory: ωB97M-V/def2-TZVPD

net charge	-2
E_HOMO	0.82	eV
F_max	2.33	eV/A
energy relative to the best compared isomer or geometry (same formula, charge and spin)	50.3	kJ/mol
DFT total energy	-19653.8215	eV

Atoms and positions in Å:
P (-0.9802, 0.0513, -0.1176)
F (2.1397, -0.8244, -0.1914)
O (-1.7412, 0.4222, 1.1451)
O (-1.2895, -1.2546, -0.8042)
O (-0.6155, 1.1058, -1.1097)
N (1.2470, -0.1943, 0.7520)
H (1.2396, 0.6940, 0.3259)

Atomic forces in eV per Å
0.0 -1.2 0.0
0.7 -0.8 -0.9
0.8 -0.1 -0.5
-0.1 -0.4 0.7
0.4 1.4 0.0
-2.0 -0.6 1.1
0.2 1.8 -0.4

Results of the Mulliken charge analysis, in e, for atoms 1 through 2: number 1, P, carries 0.896; number 2, F, carries -0.297

---

Formula: FHNP
Source: OMol25
Level of theory: ωB97M-V/def2-TZVPD

net charge	0
E_HOMO (alpha / beta)	-9.76 / -10.36	eV
F_max	4.36	eV/A
energy relative to the best compared isomer or geometry (same formula, charge and spin)	429.2	kJ/mol
DFT total energy	-13507.9019	eV

Atoms and positions in Å:
P (-0.1745, 0.6905, -0.8624)
F (-1.1004, -0.9715, 1.1225)
N (0.0658, -0.6276, 0.5556)
H (1.2091, 0.9087, -0.8157)

Atomic forces in eV per Å
-0.2 -2.9 3.3
-0.8 -0.1 -0.2
0.6 3.1 -3.0
0.3 -0.2 -0.1

Results of the Mulliken charge analysis, in e, for atoms 1 through 2: number 1, P, carries 0.131; number 2, F, carries -0.113